{
  "formula": "C20H26BrCl3LiN2O11PS",
  "method": "ωB97M-V with the def2-TZVPD basis set",
  "elements": ["N", "P", "O", "O", "C", "C", "S", "C", "C", "C", "C", "C", "O", "C", "C", "C", "C", "C", "N", "O", "C", "O", "H", "H", "H", "H", "H", "H", "H", "H", "H", "H", "H", "H", "H", "Li", "C", "O", "C", "O", "O", "C", "H", "H", "H", "H", "H", "H", "C", "O", "C", "O", "O", "C", "H", "H", "H", "H", "H", "H", "C", "Cl", "Cl", "Cl", "H", "Br"],
  "coordinates": [[-3.556, 0.253, 1.385], [-3.013, -1.017, 2.039], [-2.771, -0.808, 3.617], [-4.085, -2.267, 2.050], [-1.523, -1.529, 1.119], [-0.255, -1.739, 1.688], [0.027, -1.611, 3.454], [0.863, -2.054, 0.930], [0.781, -2.179, -0.436], [-0.462, -2.031, -1.024], [-1.595, -1.725, -0.285], [-2.871, -1.625, -1.042], [-3.956, -1.635, -0.525], [-2.811, -1.564, -2.514], [-1.723, -1.838, -3.230], [-1.748, -1.797, -4.729], [-0.553, -1.071, -5.342], [0.503, -2.016, -5.875], [1.857, -1.713, -5.643], [0.207, -3.009, -6.475], [-0.491, -2.209, -2.520], [0.492, -2.611, -3.093], [-3.608, 1.029, 2.157], [-2.121, -0.120, 3.803], [-4.339, -2.373, 2.966], [1.070, -0.770, 3.540], [1.814, -2.198, 1.414], [1.667, -2.392, -1.010], [-3.732, -1.318, -3.020], [-1.712, -2.831, -5.080], [-2.705, -1.410, -5.060], [-0.928, -0.551, -6.226], [-0.135, -0.303, -4.696], [1.933, -0.768, -5.289], [2.253, -2.361, -4.976], [-3.263, -3.481, 4.080], [-2.370, 3.133, -1.850], [-1.562, 2.695, -2.954], [-0.497, 3.453, -3.197], [-0.169, 4.437, -2.592], [0.158, 2.922, -4.236], [1.341, 3.629, -4.610], [-3.193, 2.431, -1.764], [-1.796, 3.121, -0.926], [-2.765, 4.129, -2.037], [2.059, 3.640, -3.792], [1.101, 4.645, -4.917], [1.769, 3.095, -5.454], [0.518, 1.933, 6.833], [1.344, 1.456, 5.765], [2.375, 2.250, 5.476], [2.647, 3.283, 6.022], [3.051, 1.694, 4.469], [4.192, 2.446, 4.042], [-0.275, 1.203, 6.965], [1.091, 2.011, 7.755], [0.079, 2.895, 6.578], [4.911, 2.547, 4.852], [3.890, 3.426, 3.678], [4.648, 1.889, 3.228], [4.706, -2.511, 2.794], [3.987, -0.965, 3.244], [3.465, -3.765, 2.820], [5.465, -2.409, 1.206], [5.466, -2.767, 3.518], [-5.149, 1.695, 2.934]],
  "nbo_charge": [-1.300, 2.144, -1.034, -0.954, -0.308, -0.174, -0.072, -0.209, -0.174, -0.042, -0.137, 0.513, -0.461, -0.199, -0.050, -0.428, -0.516, 0.710, -0.852, -0.573, 0.524, -0.537, 0.392, 0.545, 0.425, 0.177, 0.227, 0.243, 0.232, 0.256, 0.224, 0.245, 0.218, 0.360, 0.402, 0.975, -0.258, -0.498, 0.978, -0.638, -0.505, -0.255, 0.210, 0.199, 0.193, 0.191, 0.196, 0.191, -0.257, -0.505, 0.980, -0.627, -0.510, -0.258, 0.192, 0.194, 0.204, 0.196, 0.201, 0.196, -0.286, 0.021, 0.016, 0.026, 0.233, -0.806],
  "orbital_gap_ha": 0.113,
  "charge": 0,
  "homo_energy_ev": -5.86
}